Computed, not measured: a molecular structure, C31H42F3O6PdS2SbSi in a non-equilibrium geometry, with ωB97M-V/def2-TZVPD.

Results
HOMO = -1.16 eV
total charge = -2
calculated total energy = -3411.75725 Eh
frontier orbital gap = 5.50 eV

Geometry as XYZ:
```
87
Properties=species:S:1:pos:R:3:lowdin_charge:R:1
Pd 0.161 2.128 0.002 0.07
C 2.405 -1.026 2.242 -0.04
C 0.904 -1.299 2.269 -0.65
C 0.605 -2.619 1.568 -0.02
C 0.425 -1.342 3.718 -0.03
O 0.323 -0.239 1.525 -0.23
Si -1.194 0.490 1.519 -0.15
S -2.140 1.533 -0.019 0.32
O -1.366 1.226 3.022 -0.18
C -0.926 2.454 3.569 -0.67
C -1.364 2.420 5.029 -0.05
C 0.594 2.573 3.488 -0.03
C -1.586 3.632 2.856 -0.05
O -2.064 -0.937 1.822 -0.19
C -3.417 -1.207 2.112 -0.67
C -3.992 -1.968 0.922 -0.04
C -4.252 0.049 2.371 -0.06
C -3.430 -2.080 3.364 -0.04
H 2.957 -1.838 2.727 0.08
H 2.627 -0.089 2.758 0.08
H 2.746 -0.932 1.208 0.06
H 1.061 -3.457 2.106 0.08
H 1.006 -2.598 0.554 0.06
H -0.473 -2.769 1.503 0.08
H 0.890 -2.195 4.224 0.08
H -0.658 -1.443 3.769 0.06
H 0.704 -0.426 4.242 0.07
H -0.921 1.555 5.529 0.08
H -2.451 2.331 5.090 0.08
H -1.054 3.330 5.550 0.08
H 1.072 1.775 4.063 0.07
H 0.923 3.542 3.876 0.09
H 0.928 2.508 2.451 0.04
H -2.651 3.431 2.729 0.08
H -1.153 3.788 1.866 0.05
H -1.453 4.547 3.443 0.08
H -3.947 -1.333 0.037 0.07
H -5.032 -2.265 1.101 0.08
H -3.396 -2.862 0.725 0.08
H -4.306 0.675 1.479 0.04
H -3.802 0.645 3.167 0.07
H -5.263 -0.246 2.670 0.08
H -2.850 -2.991 3.193 0.08
H -4.452 -2.360 3.642 0.07
H -2.978 -1.533 4.195 0.08
C 3.205 2.691 0.591 -0.19
S 2.340 3.904 -0.375 0.33
O 1.835 3.194 -1.572 -0.45
O 3.358 4.899 -0.682 -0.38
O 1.256 4.400 0.483 -0.40
H 4.031 2.333 -0.024 0.06
H 2.560 1.854 0.866 0.01
H 3.582 3.198 1.479 0.06
F -3.033 -4.503 -2.824 0.01
C -2.135 -3.507 -2.566 -0.30
C -2.576 -2.204 -2.532 -0.03
C -1.652 -1.195 -2.274 -0.12
C -0.302 -1.475 -2.062 -0.34
C 0.086 -2.815 -2.093 -0.15
C -0.818 -3.844 -2.343 -0.03
Sb 1.167 0.103 -1.713 1.53
C 0.597 1.175 -3.518 -0.35
C -0.592 1.908 -3.537 -0.12
C -0.973 2.651 -4.648 -0.02
C -0.131 2.680 -5.738 -0.30
F -0.497 3.407 -6.835 0.01
C 1.073 2.015 -5.754 -0.03
C 1.426 1.266 -4.633 -0.12
C 2.669 -1.112 -2.859 -0.37
C 3.924 -1.258 -2.272 -0.14
C 4.931 -2.038 -2.847 -0.03
C 4.655 -2.676 -4.033 -0.30
F 5.622 -3.445 -4.612 0.01
C 3.430 -2.570 -4.662 -0.03
C 2.450 -1.788 -4.064 -0.14
H -3.624 -1.982 -2.689 0.11
H -2.010 -0.176 -2.200 0.04
H 1.123 -3.084 -1.920 0.09
H -0.510 -4.881 -2.372 0.11
H -1.216 1.935 -2.649 0.03
H -1.896 3.216 -4.661 0.11
H 1.724 2.093 -6.615 0.11
H 2.383 0.759 -4.643 0.08
H 4.136 -0.752 -1.334 0.08
H 5.906 -2.148 -2.390 0.11
H 3.257 -3.094 -5.593 0.11
H 1.482 -1.710 -4.551 0.11
```



Computed, not measured: a gas-phase ion, C31H42NO7 (charge -1) in a non-equilibrium geometry, with ωB97M-V/def2-TZVPD.

Results
HOMO = -3.14 eV
structure (SMILES) = CCOC(=O)C(C(=O)OCC)(C(C)C)[C@H](c1ccc([N+](=O)[O-])cc1)c1cc(C(C)(C)C)c([O-])c(C(C)(C)C)c1
total charge = -1
calculated total energy = -1787.86073 Eh
frontier orbital gap = 4.45 eV

Geometry as XYZ:
```
81
Properties=species:S:1:pos:R:3:lowdin_charge:R:1
C 0.391 0.150 -5.333 -0.07
C 0.316 0.952 -4.076 -0.21
O 1.096 0.204 -3.119 -0.02
C 0.991 0.698 -1.880 -0.43
O 0.228 1.619 -1.605 0.13
C 1.893 0.073 -0.808 -0.17
C 2.791 -1.039 -1.438 -0.40
O 2.614 -1.644 -2.475 0.12
O 3.845 -1.340 -0.632 -0.03
C 4.708 -2.414 -1.103 -0.20
C 4.050 -3.758 -1.003 -0.07
C 2.948 1.141 -0.313 -0.33
C 2.453 2.142 0.708 -0.07
C 3.533 1.900 -1.487 -0.05
C 1.021 -0.603 0.222 -0.15
C 0.618 -2.010 -0.250 -0.15
C -0.142 -2.226 -1.408 -0.01
C -0.523 -3.524 -1.761 0.04
C -0.083 -4.612 -0.981 -0.17
N -0.209 -5.905 -1.550 -0.32
O 0.226 -6.905 -0.934 0.04
O -0.734 -5.981 -2.692 0.03
C 0.633 -4.396 0.209 0.01
C 0.955 -3.096 0.582 -0.01
C -0.206 0.143 0.802 -0.17
C -0.022 1.005 1.905 -0.05
C -1.002 1.858 2.352 -0.09
C -0.758 3.020 3.339 -0.55
C -1.004 4.345 2.602 -0.06
C 0.668 3.008 3.881 -0.07
C -1.725 2.967 4.531 -0.06
C -2.333 1.715 1.758 -0.33
O -3.187 2.631 1.877 -0.09
C -2.619 0.528 0.955 -0.09
C -4.096 0.222 0.621 -0.55
C -4.986 0.226 1.878 -0.06
C -4.242 -1.134 -0.062 -0.08
C -4.643 1.310 -0.315 -0.06
C -1.538 -0.172 0.462 -0.01
H -0.197 0.623 -6.115 0.07
H 1.419 0.074 -5.687 0.08
H -0.002 -0.856 -5.184 0.08
H 0.762 1.946 -4.186 0.13
H -0.712 1.055 -3.721 0.13
H 4.991 -2.199 -2.141 0.12
H 5.576 -2.345 -0.449 0.12
H 4.751 -4.543 -1.298 0.08
H 3.726 -3.960 0.024 0.08
H 3.188 -3.807 -1.675 0.08
H 3.760 0.585 0.192 0.14
H 2.426 1.685 1.701 0.06
H 3.159 2.990 0.774 0.09
H 1.469 2.531 0.421 0.09
H 3.943 1.226 -2.240 0.09
H 2.766 2.554 -1.927 0.10
H 4.341 2.546 -1.122 0.08
H 1.679 -0.778 1.097 0.15
H -0.527 -1.383 -1.995 0.13
H -1.150 -3.696 -2.628 0.12
H 0.922 -5.248 0.825 0.12
H 1.446 -2.888 1.539 0.13
H 0.928 0.931 2.435 0.09
H -2.048 4.381 2.273 0.07
H -0.803 5.184 3.277 0.07
H -0.354 4.421 1.722 0.08
H 0.837 2.122 4.508 0.09
H 1.405 3.033 3.068 0.06
H 0.819 3.903 4.501 0.08
H -1.595 2.036 5.094 0.08
H -1.514 3.816 5.193 0.07
H -2.759 3.040 4.183 0.07
H -4.978 1.216 2.344 0.07
H -6.014 -0.008 1.573 0.07
H -4.649 -0.526 2.602 0.08
H -3.706 -1.159 -1.019 0.07
H -3.881 -1.943 0.587 0.09
H -5.306 -1.309 -0.264 0.08
H -4.054 1.354 -1.239 0.08
H -5.687 1.080 -0.556 0.07
H -4.593 2.280 0.192 0.07
H -1.710 -1.065 -0.136 0.08
```



Computed, not measured: a molecular structure, C31H43BiN8OS4SeSi in a non-equilibrium geometry, with ωB97M-V/def2-TZVPD.

Results
HOMO = -12.50 eV
relative energy (zero: lowest compared OMol25 entry of this formula, charge and spin) = 10.66 kcal per mole
total charge = +2
calculated total energy = -6218.28298 Eh
frontier orbital gap = 7.62 eV

Geometry as XYZ:
```
90
Properties=species:S:1:pos:R:3:lowdin_charge:R:1
Bi 0.886 -0.360 1.444 1.29
C 0.465 4.398 4.815 0.02
N -0.590 3.461 4.271 -0.09
C -1.826 3.242 4.831 -0.04
C -2.612 2.601 3.956 -0.02
N -1.836 2.475 2.810 -0.02
C -0.626 3.012 3.003 -0.77
S 0.595 3.201 1.882 0.64
C -2.388 1.908 1.617 -0.26
C -3.587 2.501 1.218 0.01
C -4.296 2.044 0.097 -0.03
C -3.749 0.932 -0.506 -0.04
C -2.604 0.343 0.051 -0.14
N -1.928 0.750 1.109 0.11
H 0.094 4.818 5.715 0.08
H 0.667 5.123 4.037 0.07
H 1.418 3.864 4.971 0.10
H -2.002 3.547 5.872 0.15
H -3.626 2.281 4.007 0.13
H -4.013 3.363 1.737 0.13
H -5.242 2.477 -0.212 0.12
H -4.187 0.489 -1.394 0.12
H -2.318 -0.649 -0.349 0.09
C -3.500 -5.554 -1.308 -0.19
Si -2.036 -4.411 -1.239 0.47
C -2.224 -3.188 -2.647 -0.17
C -0.573 -5.526 -1.269 -0.17
C -2.093 -3.526 0.447 -0.23
C -3.114 -3.767 1.371 -0.04
C -3.141 -3.038 2.572 -0.04
C -2.108 -2.183 2.902 -0.10
N -1.102 -1.984 2.002 -0.11
C -1.150 -2.545 0.810 -0.79
S 0.106 -2.022 -0.294 0.52
H -3.496 -6.039 -2.330 0.06
H -4.448 -5.023 -1.196 0.04
H -3.417 -6.418 -0.621 0.05
H -2.424 -3.861 -3.464 0.03
H -1.298 -2.602 -2.832 0.01
H -3.059 -2.480 -2.475 0.04
H -0.715 -6.446 -1.867 0.06
H -0.388 -5.863 -0.241 0.04
H 0.313 -5.048 -1.603 0.01
H -3.868 -4.474 1.178 0.09
H -3.941 -3.105 3.322 0.12
H -2.096 -1.724 3.835 0.10
C 3.554 -4.151 2.770 -0.23
S 1.919 -3.755 2.138 0.85
C 0.956 -4.794 3.249 -0.22
O 1.725 -2.282 2.562 -0.81
H 3.710 -5.188 2.483 0.06
H 3.614 -3.916 3.860 0.09
H 4.264 -3.494 2.213 0.06
H 1.251 -5.803 2.946 0.07
H -0.114 -4.649 3.001 0.06
H 1.211 -4.575 4.287 0.07
C 3.640 2.941 0.323 -0.04
N 3.950 1.986 -0.693 -0.08
C 4.065 0.669 -0.713 -0.76
Se 3.722 -0.521 0.669 0.63
N 4.547 0.301 -1.910 0.14
C 4.751 1.403 -2.696 -0.19
C 5.259 1.555 -3.982 0.03
C 5.323 2.888 -4.402 -0.06
C 4.888 3.961 -3.655 -0.08
C 4.407 3.783 -2.408 0.00
C 4.341 2.476 -1.952 -0.16
H 2.936 2.513 0.985 -0.02
H 3.119 3.709 -0.183 0.07
H 4.551 3.292 0.807 0.13
H 4.571 -0.651 -2.242 0.17
H 5.704 0.760 -4.556 0.12
H 5.817 3.124 -5.334 0.12
H 4.902 4.892 -4.160 0.11
H 4.140 4.657 -1.732 0.15
C -0.370 0.698 -3.898 -0.04
N -0.698 1.809 -3.064 -0.15
C -1.744 2.745 -3.396 -0.09
C -1.602 3.801 -2.301 -0.08
N -0.827 3.087 -1.270 0.05
C -0.269 2.011 -1.834 -0.74
S 0.949 1.054 -1.123 0.56
H -1.188 0.470 -4.533 0.09
H -0.086 -0.143 -3.288 0.05
H 0.562 0.919 -4.446 0.11
H -2.698 2.252 -3.297 0.12
H -1.666 3.035 -4.431 0.13
H -2.509 4.144 -1.845 0.12
H -0.938 4.567 -2.639 0.12
H -0.560 3.425 -0.349 0.05
```



Computed, not measured: a molecular structure, C31H43BrClN10O2SSi2Ti, with ωB97M-V/def2-TZVPD.

Results
HOMO = -3.79 eV
total charge = -1
calculated total energy = -6766.27913 Eh
frontier orbital gap = 5.66 eV

Geometry as XYZ:
```
92
Properties=species:S:1:pos:R:3:lowdin_charge:R:1
Ti 0.230 0.541 0.647 0.91
C 0.498 -0.133 4.130 -0.17
Si -0.201 1.555 3.787 0.44
C -1.824 1.756 4.749 -0.17
C 0.972 2.866 4.445 -0.15
N -0.455 1.747 2.048 -0.17
C -0.948 2.934 1.533 -0.32
C -1.452 3.982 2.310 -0.06
C -1.932 5.146 1.729 -0.11
C -1.928 5.270 0.351 -0.11
C -1.455 4.227 -0.436 -0.07
C -0.962 3.046 0.122 -0.30
N -0.497 1.916 -0.591 -0.14
Si -0.406 2.131 -2.353 0.46
C -2.141 2.199 -3.095 -0.16
C 0.585 3.673 -2.814 -0.17
C 0.423 0.775 -3.355 -0.17
H 0.620 -0.215 5.216 0.04
H 1.473 -0.274 3.663 -0.02
H -0.162 -0.940 3.803 0.02
H -1.911 0.946 5.478 0.03
H -2.702 1.712 4.105 0.01
H -1.851 2.702 5.296 0.02
H 0.916 2.857 5.539 0.03
H 0.724 3.872 4.105 0.03
H 1.998 2.639 4.158 0.01
H -1.465 3.889 3.386 0.07
H -2.307 5.946 2.355 0.09
H -2.297 6.170 -0.125 0.09
H -1.482 4.358 -1.503 0.06
H -2.742 3.050 -2.781 0.02
H -2.686 1.289 -2.835 0.01
H -2.053 2.225 -4.186 0.03
H -0.027 4.551 -3.020 0.02
H 1.161 3.455 -3.719 0.01
H 1.291 3.927 -2.023 0.00
H -0.223 -0.093 -3.492 0.03
H 1.395 0.470 -2.969 -0.02
H 0.586 1.220 -4.342 0.04
Cl 2.353 4.443 0.640 0.60
C 3.537 3.187 1.097 -0.48
C 2.866 1.913 1.611 -0.71
O 3.271 1.439 2.656 0.03
O 1.929 1.440 0.862 -0.29
H 4.156 3.592 1.890 0.07
H 4.141 2.960 0.222 0.02
Br 2.025 -1.509 1.099 0.19
C -1.274 -2.009 1.448 -0.16
C -2.143 -2.682 2.345 -0.14
C -3.233 -2.092 2.941 -0.10
C -3.493 -0.742 2.673 -0.09
C -2.559 -0.058 1.932 -0.19
N -1.479 -0.659 1.389 -0.14
H -1.958 -3.739 2.525 0.07
H -3.891 -2.655 3.597 0.09
H -4.364 -0.233 3.065 0.09
H -2.668 1.004 1.751 0.10
C 1.663 -2.002 -2.014 -0.10
C 0.212 -1.760 -1.789 -0.40
N -0.368 -0.790 -1.111 -0.01
C -1.725 -0.890 -1.362 -0.15
C -1.968 -1.957 -2.153 -0.02
N -0.730 -2.511 -2.416 -0.01
C -0.498 -3.750 -3.107 -0.07
N -0.958 -4.893 -2.353 -0.06
N -1.673 -5.851 -2.982 0.03
N -1.864 -6.833 -2.185 0.05
C -1.264 -6.540 -0.982 -0.25
C -1.190 -7.287 0.199 -0.03
C -0.505 -6.721 1.248 -0.09
C 0.079 -5.441 1.145 -0.08
C 0.014 -4.686 -0.003 -0.01
C -0.665 -5.281 -1.073 -0.14
H 2.249 -1.198 -1.584 -0.02
H 1.861 -2.055 -3.088 0.09
H 1.992 -2.924 -1.532 0.06
H -2.427 -0.206 -0.924 0.11
H -2.879 -2.392 -2.523 0.12
H 0.570 -3.838 -3.295 0.13
H -1.032 -3.774 -4.056 0.14
H -1.659 -8.259 0.269 0.10
H -0.422 -7.255 2.186 0.10
H 0.573 -5.010 2.007 0.11
H 0.395 -3.674 0.008 0.04
N 5.254 -0.232 -3.639 0.07
C 4.589 0.907 -3.296 -0.97
N 4.552 1.858 -4.270 0.07
S 3.866 1.103 -1.825 0.73
H 5.957 -0.196 -4.360 0.09
H 5.417 -0.873 -2.880 0.09
H 4.669 1.588 -5.232 0.09
H 3.938 2.634 -4.086 0.08
```



Computed, not measured: a molecular structure, C31H43BrMgN4O3P2, with ωB97M-V/def2-TZVPD.

Results
HOMO = -6.48 eV
relative energy (zero: lowest compared OMol25 entry of this formula, charge and spin) = 0.00 kcal per mole
calculated total energy = -5108.87199 Eh
frontier orbital gap = 6.70 eV

Geometry as XYZ:
```
85
Properties=species:S:1:pos:R:3:lowdin_charge:R:1
Mg 0.598 0.144 -0.373 0.43
C 0.866 3.363 2.673 -0.11
C 0.451 3.956 1.323 -0.55
C 1.649 4.616 0.634 -0.11
P -0.225 2.638 0.224 1.09
C -0.806 3.583 -1.271 -0.52
C -1.608 4.844 -0.967 -0.11
C -1.620 2.642 -2.169 -0.12
C -1.784 2.113 1.007 -0.32
C -2.535 2.886 1.893 -0.11
C -3.694 2.406 2.480 -0.10
C -4.109 1.113 2.168 -0.09
C -3.380 0.324 1.298 -0.05
C -2.196 0.794 0.693 -0.36
N -1.400 -0.019 -0.106 -0.07
C -2.013 -0.993 -0.906 -0.32
C -3.239 -0.765 -1.561 -0.04
C -3.784 -1.694 -2.427 -0.09
C -3.127 -2.892 -2.688 -0.10
C -1.925 -3.140 -2.047 -0.09
C -1.364 -2.226 -1.158 -0.32
P 0.165 -2.551 -0.212 1.10
C 1.284 -3.524 -1.344 -0.53
C 1.114 -5.040 -1.407 -0.12
C 2.750 -3.192 -1.007 -0.12
C -0.457 -3.824 0.997 -0.54
C 0.602 -4.106 2.065 -0.12
C -1.791 -3.424 1.628 -0.11
H 1.177 4.158 3.356 0.08
H 1.716 2.686 2.547 0.06
H 0.054 2.807 3.146 0.05
H -0.321 4.710 1.490 0.09
H 2.394 3.868 0.346 0.08
H 2.129 5.328 1.311 0.08
H 1.358 5.158 -0.268 0.06
H 0.117 3.855 -1.794 0.10
H -2.479 4.605 -0.351 0.07
H -1.973 5.290 -1.898 0.08
H -1.016 5.602 -0.450 0.06
H -2.598 2.448 -1.722 0.08
H -1.141 1.667 -2.301 0.04
H -1.787 3.097 -3.150 0.08
H -2.205 3.890 2.139 0.10
H -4.261 3.021 3.166 0.09
H -5.007 0.710 2.623 0.10
H -3.705 -0.687 1.084 0.11
H -3.753 0.173 -1.385 0.11
H -4.727 -1.476 -2.916 0.10
H -3.547 -3.621 -3.371 0.10
H -1.415 -4.074 -2.246 0.09
H 1.062 -3.104 -2.329 0.10
H 1.395 -5.508 -0.460 0.07
H 1.774 -5.446 -2.179 0.08
H 0.099 -5.356 -1.646 0.06
H 3.065 -3.699 -0.093 0.07
H 2.907 -2.122 -0.836 0.04
H 3.420 -3.520 -1.807 0.08
H -0.625 -4.732 0.415 0.09
H 0.718 -3.243 2.725 0.05
H 1.579 -4.331 1.634 0.06
H 0.306 -4.961 2.680 0.08
H -1.722 -2.458 2.130 0.02
H -2.083 -4.171 2.372 0.08
H -2.584 -3.359 0.883 0.07
Br -0.163 -0.319 3.285 0.89
C 1.632 -0.115 2.748 -0.71
C 2.619 -0.172 3.717 -0.10
C 3.926 0.071 3.330 -0.04
C 4.195 0.371 2.006 0.01
C 3.145 0.406 1.112 -0.17
N 1.868 0.148 1.468 0.05
C 3.379 0.777 -0.349 -0.62
O 4.533 0.804 -0.759 0.04
O 2.300 1.047 -0.980 -0.12
H 2.356 -0.389 4.742 0.10
H 4.721 0.038 4.064 0.11
H 5.190 0.582 1.640 0.12
N 2.624 -0.547 -3.397 0.21
C 1.375 -0.043 -3.244 -0.60
N 0.956 0.864 -4.156 0.21
O 0.603 -0.434 -2.347 -0.06
H 3.309 0.026 -3.864 0.12
H 2.988 -1.018 -2.583 0.08
H 1.613 1.333 -4.754 0.11
H 0.088 1.330 -3.957 0.09
```